Entry 1:
{
  "formula": "C13H24N4O5",
  "method": "ωB97M-V with the def2-TZVPD basis set",
  "species": ["C", "N", "C", "O", "C", "C", "C", "O", "O", "N", "C", "O", "C", "C", "C", "C", "C", "N", "N", "C", "C", "O", "H", "H", "H", "H", "H", "H", "H", "H", "H", "H", "H", "H", "H", "H", "H", "H", "H", "H", "H", "H", "H", "H", "H", "H"],
  "positions_angstrom": [[2.990, -2.280, 1.752], [2.093, -1.305, 1.114], [1.420, -1.491, -0.016], [1.550, -2.533, -0.673], [0.394, -0.413, -0.418], [-0.095, -0.530, -1.881], [1.002, -0.254, -2.911], [2.149, 0.102, -2.707], [0.592, -0.391, -4.220], [-0.765, -0.373, 0.464], [-0.813, 0.252, 1.648], [0.118, 0.933, 2.038], [-2.060, -0.008, 2.523], [-1.760, -0.730, 3.884], [-1.075, -2.117, 3.635], [-1.962, -3.242, 3.037], [-1.426, -3.911, 1.721], [-1.662, -3.100, 0.525], [-2.792, 1.243, 2.734], [-3.266, 1.986, 1.719], [-3.894, 3.344, 2.083], [-3.260, 1.593, 0.544], [3.461, -2.859, 0.934], [2.434, -2.981, 2.361], [3.722, -1.707, 2.345], [1.943, -0.447, 1.611], [0.890, 0.583, -0.318], [-0.481, -1.534, -2.015], [-0.847, 0.242, -2.092], [1.416, -0.232, -4.679], [-1.535, -0.976, 0.231], [-2.721, -0.665, 1.934], [-1.111, -0.092, 4.506], [-2.731, -0.885, 4.413], [-0.242, -1.938, 2.992], [-0.571, -2.427, 4.531], [-3.008, -2.901, 2.948], [-1.981, -4.040, 3.746], [-0.401, -4.153, 1.754], [-1.928, -4.876, 1.627], [-1.276, -3.552, -0.292], [-2.652, -2.971, 0.398], [-2.768, 1.622, 3.656], [-4.639, 3.184, 2.809], [-4.335, 3.763, 1.155], [-3.139, 4.009, 2.440]],
  "energy_ev": -30070.293,
  "homo_ev": -9.05,
  "multiplicity": 1,
  "de_lowest_ev": 0.155,
  "e_lumo_ev": 0.71,
  "gap_ev": 9.76
}


Entry 2:
{
  "formula": "C13H24N6O5",
  "method": "ωB97M-V with the def2-TZVPD basis set",
  "species": ["O", "O", "O", "O", "O", "C", "C", "C", "C", "C", "N", "N", "N", "N", "N", "N", "C", "C", "C", "C", "C", "C", "C", "C", "H", "H", "H", "H", "H", "H", "H", "H", "H", "H", "H", "H", "H", "H", "H", "H", "H", "H", "H", "H", "H", "H", "H", "H"],
  "positions_angstrom": [[-0.574, -5.070, -0.284], [0.063, 3.799, 0.967], [-2.187, 0.304, 2.677], [1.831, -0.781, 0.195], [2.228, 3.649, 1.096], [0.498, -4.626, -0.573], [1.073, 3.302, 1.448], [-1.582, 1.254, 2.117], [0.739, -1.135, 0.675], [1.358, 1.809, -1.462], [2.515, 1.805, -0.843], [-2.126, 2.483, 2.020], [0.927, 0.686, -1.917], [0.108, -0.447, 1.603], [0.790, -3.310, -0.507], [0.745, 2.979, -1.521], [1.552, -5.543, -1.214], [-3.418, 2.918, 2.527], [-0.390, 0.360, -2.396], [-0.611, -1.177, -2.398], [0.876, 1.921, 2.149], [-1.126, -1.780, -1.051], [-0.189, 0.992, 1.523], [-0.094, -2.237, 0.020], [3.034, 0.971, -0.770], [2.643, 2.610, -0.196], [-1.503, 3.170, 1.603], [1.469, -0.108, -1.599], [-0.634, -0.924, 2.102], [1.706, -3.052, -0.866], [1.038, 3.680, -0.832], [-0.177, 3.035, -1.821], [1.907, -5.138, -2.156], [2.421, -5.635, -0.550], [1.076, -6.538, -1.352], [-3.782, 2.262, 3.292], [-3.383, 3.971, 2.857], [-4.131, 2.879, 1.688], [-1.140, 0.799, -1.745], [-0.460, 0.712, -3.403], [0.264, -1.717, -2.732], [-1.348, -1.399, -3.180], [1.863, 1.417, 2.150], [0.636, 2.078, 3.210], [-1.734, -2.642, -1.299], [-1.808, -1.140, -0.534], [-0.268, 1.239, 0.466], [-0.693, -2.683, 0.816]],
  "energy_ev": -33050.654,
  "homo_ev": -9.15,
  "multiplicity": 1,
  "de_lowest_ev": 0.109,
  "e_lumo_ev": 0.30,
  "gap_ev": 9.44
}


Entry 3:
{
  "formula": "C13H25AsF12O19S2V3",
  "method": "ωB97M-V with the def2-TZVPD basis set",
  "species": ["O", "V", "O", "O", "V", "O", "O", "V", "O", "C", "F", "F", "F", "S", "O", "O", "O", "S", "O", "O", "O", "O", "As", "F", "F", "F", "F", "F", "F", "C", "O", "C", "C", "O", "C", "H", "H", "H", "H", "H", "H", "H", "H", "H", "H", "C", "O", "C", "C", "O", "C", "H", "H", "H", "H", "H", "H", "H", "H", "H", "H", "C", "C", "O", "C", "O", "C", "F", "F", "F", "H", "H", "H", "H", "H"],
  "positions_angstrom": [[-1.359, 4.660, 1.326], [-0.072, 3.844, 0.932], [1.208, 4.802, 1.029], [0.266, -0.535, -4.669], [0.021, 0.021, -3.188], [1.426, 0.144, -2.569], [-4.124, 3.101, -0.861], [-4.933, 1.726, -0.608], [-5.563, 1.748, 0.882], [-4.328, -0.204, -5.101], [-3.647, -0.076, -6.254], [-5.624, 0.260, -5.160], [-4.323, -1.546, -4.779], [-3.411, 0.830, -3.665], [-3.157, 2.175, -4.135], [-4.350, 0.868, -2.519], [-2.138, 0.143, -3.348], [0.129, 3.444, -2.558], [-0.066, 3.419, -1.126], [-0.356, 2.264, -3.217], [-0.683, 4.517, -3.241], [1.524, 3.607, -2.827], [-1.685, 0.166, 0.672], [-0.130, -0.243, 1.485], [-1.962, -1.625, 0.512], [-3.266, 0.457, -0.126], [-1.258, 1.936, 0.812], [-0.781, 0.116, -0.911], [-2.542, 0.291, 2.193], [2.391, 1.430, 0.676], [1.464, 2.210, 1.463], [1.774, 1.936, 2.861], [1.095, 2.983, 3.827], [-0.319, 3.107, 3.413], [-1.022, 4.055, 4.216], [2.637, 0.406, 0.957], [3.331, 1.981, 0.685], [2.029, 1.606, -0.337], [2.851, 1.957, 3.029], [1.422, 0.927, 3.077], [1.810, 3.804, 3.779], [1.010, 2.697, 4.875], [-1.974, 4.145, 3.693], [-0.514, 5.017, 4.286], [-1.245, 3.639, 5.199], [0.884, -4.052, -4.870], [1.574, -4.297, -3.646], [0.833, -4.365, -2.373], [0.327, -2.985, -1.838], [-0.567, -2.336, -2.677], [-1.869, -2.835, -2.758], [1.466, -4.233, -5.774], [0.586, -3.004, -4.884], [-0.008, -4.678, -4.918], [1.616, -4.693, -1.689], [0.099, -5.167, -2.288], [1.235, -2.382, -1.846], [-0.126, -3.080, -0.851], [-2.441, -2.258, -3.485], [-2.383, -2.693, -1.807], [-1.996, -3.885, -3.020], [2.555, -3.497, 2.532], [1.688, -2.396, 3.129], [2.355, -1.937, 4.298], [3.209, -0.838, 4.278], [3.573, -0.343, 3.185], [3.720, -0.276, 5.577], [5.022, -0.401, 5.496], [3.283, 0.977, 5.753], [3.329, -0.991, 6.627], [2.815, -4.163, 3.355], [3.410, -2.957, 2.126], [2.024, -4.053, 1.759], [0.748, -2.827, 3.474], [1.483, -1.566, 2.454]],
  "energy_ev": -244973.280,
  "homo_ev": -4.64,
  "multiplicity": 1,
  "e_lumo_ev": -0.72,
  "gap_ev": 3.91,
  "total_charge": -1
}


Entry 4:
{
  "formula": "C13H25BF4N4OsSTe",
  "method": "ωB97M-V with the def2-TZVPD basis set",
  "species": ["Os", "N", "C", "C", "N", "H", "H", "H", "H", "H", "H", "H", "H", "F", "B", "F", "F", "F", "Te", "C", "C", "C", "C", "C", "C", "H", "H", "H", "H", "H", "C", "N", "C", "C", "S", "N", "C", "C", "H", "H", "H", "H", "H", "H", "H", "H", "H", "H", "H", "H"],
  "positions_angstrom": [[1.194, -0.359, 0.540], [2.181, -0.614, 2.423], [3.616, -0.941, 2.215], [4.097, 0.043, 1.184], [3.180, -0.054, 0.012], [2.120, 0.264, 2.939], [1.738, -1.307, 3.019], [3.676, -1.964, 1.838], [4.183, -0.883, 3.143], [5.129, -0.124, 0.878], [4.015, 1.059, 1.575], [3.474, -0.788, -0.629], [3.237, 0.801, -0.541], [0.088, 0.067, -1.134], [0.744, -0.212, -2.654], [2.066, 0.090, -2.432], [0.063, 0.662, -3.405], [0.497, -1.535, -2.814], [1.223, -2.817, 0.048], [-0.714, -3.462, -0.148], [-0.930, -4.816, 0.141], [-2.216, -5.323, 0.075], [-3.264, -4.498, -0.308], [-3.040, -3.158, -0.622], [-1.769, -2.628, -0.540], [-0.105, -5.466, 0.406], [-2.396, -6.364, 0.303], [-4.265, -4.902, -0.377], [-3.865, -2.536, -0.944], [-1.586, -1.597, -0.810], [0.956, 3.385, -1.530], [-0.310, 3.214, -0.809], [-1.344, 4.187, -1.194], [-0.451, 2.397, 0.218], [1.010, 1.901, 1.100], [-1.644, 1.989, 0.641], [-1.847, 1.458, 1.992], [-2.788, 1.852, -0.270], [0.715, 3.605, -2.568], [1.535, 2.470, -1.509], [1.528, 4.211, -1.108], [-0.844, 5.141, -1.352], [-2.067, 4.306, -0.394], [-1.842, 3.897, -2.118], [-1.400, 2.110, 2.737], [-1.435, 0.451, 2.098], [-2.918, 1.409, 2.172], [-2.451, 1.897, -1.301], [-3.546, 2.612, -0.088], [-3.230, 0.871, -0.096]],
  "energy_ev": -51980.022,
  "homo_ev": [-14.79, -14.79],
  "multiplicity": 1,
  "de_lowest_ev": 0.376,
  "e_lumo_ev": [-9.00, -9.00],
  "gap_ev": [5.79, 5.79],
  "total_charge": 2
}


no.,maximum force (Eh/bohr)
1,0.0439
2,0.0587
3,0.1662
4,0.0074